Model 1:
88
Properties=species:S:1:pos:R:3 method="wB97M-V/def2-TZVPD" orbital_gap_ev="3.7 / 4.3" charge=+2 s_squared=0.8183 spin_multiplicity=2
C 1.768 1.542 2.833
H 3.757 2.028 2.098
C -0.389 -3.749 -1.172
H 2.256 -3.020 -2.964
C -1.413 1.023 -2.704
C -4.404 1.772 -2.315
C 0.875 1.044 5.003
H -5.137 2.312 -1.724
H -2.987 0.778 3.256
C 2.117 -3.808 -0.977
H 0.024 1.570 4.579
H 4.234 -6.118 0.304
H -2.452 2.490 0.819
O 0.429 -0.829 2.032
H 4.074 1.188 4.204
N 0.746 -2.748 0.782
H -1.581 -0.043 2.585
C -2.668 -0.029 2.606
O 2.473 1.683 0.505
H 2.324 -4.757 0.953
C 0.779 6.036 -0.655
Si -2.639 2.050 -1.660
H 4.127 -4.436 -3.624
H -5.441 1.507 1.470
C -2.262 1.617 0.193
C 1.681 3.848 -0.276
O 0.966 -1.348 -2.403
C 3.803 -5.435 -0.413
H -0.988 -4.551 0.738
H 0.611 6.261 -1.708
H -3.775 -1.436 -1.080
H -0.094 -3.111 -3.201
H -1.847 0.083 -3.030
H -4.675 0.722 -2.326
H 3.386 -0.448 4.124
H -2.908 4.457 -0.927
Si -3.387 0.173 0.836
H -1.294 4.148 -1.565
H -3.012 -0.966 3.031
H -0.111 5.577 -0.230
N 1.980 1.113 4.068
C 2.905 1.398 1.817
H -4.492 2.136 -3.334
C -0.701 -3.694 -2.527
C -2.303 -5.164 -0.819
H 3.356 6.497 0.146
H -5.658 0.740 -0.090
H -0.492 0.800 -2.160
H -3.503 -5.579 -2.549
C -2.622 -5.088 -2.166
H 3.242 0.512 5.603
H -2.072 -1.314 -0.700
H 0.607 -0.002 5.164
C 3.240 0.562 4.515
Ir -0.126 1.249 0.517
H -5.791 -0.203 1.369
H -2.662 4.334 -2.660
N 1.907 5.136 -0.496
H 0.987 6.966 -0.133
H 3.210 6.310 -1.605
H -1.132 1.572 -3.597
C -2.347 3.944 -1.699
C 3.737 -4.507 -2.621
N 0.567 -0.770 -0.225
C 2.718 -4.661 -0.047
H 3.302 2.686 -1.042
H 0.872 -3.409 1.527
H 3.630 3.396 0.572
H -3.136 -2.270 0.311
C 0.572 -1.434 0.972
C 3.197 5.771 -0.655
H 1.153 1.497 5.956
C 4.317 -5.369 -1.701
C 2.658 -3.728 -2.258
H 4.013 5.057 -0.656
C -3.065 -1.352 -0.262
H -2.046 -4.290 -4.071
H -2.906 -5.758 -0.151
C 2.875 2.916 -0.056
O 0.688 2.046 2.478
C -1.208 -4.486 -0.316
C 0.822 -1.600 -1.237
O 0.526 3.387 -0.268
H 3.234 0.354 1.811
C 0.857 -3.064 -0.624
C -1.810 -4.354 -3.020
H 5.175 -5.960 -1.986
C -5.239 0.606 0.901


Model 2:
88
Properties=species:S:1:pos:R:3 method="wB97M-V/def2-TZVPD" orbital_gap_ev="6.2 / 5.6" charge=+2 s_squared=0.7606 spin_multiplicity=2
C 1.373 -2.525 2.311
H -1.441 6.325 -5.659
H 5.710 0.875 -4.728
H 3.845 1.538 -3.264
H 1.513 -1.872 3.176
H -1.546 2.256 -4.372
N 1.453 3.509 1.490
N 3.232 -1.944 -2.021
H 2.787 -3.270 -3.566
H 3.111 1.034 -8.120
H -2.300 2.167 0.372
Si -0.418 -2.527 1.794
H 3.364 4.151 2.150
H 2.391 -3.879 -1.944
N 0.334 0.729 -3.896
H -2.711 4.273 -5.132
H -0.124 4.798 1.012
C -0.788 -3.581 0.307
C 4.640 -1.868 -2.433
H 1.245 1.707 -6.665
H 5.350 0.613 -7.157
C -1.634 4.287 -5.027
H -3.566 -1.784 -0.732
H -0.433 -4.601 0.475
H -4.237 -0.170 -0.919
C -3.317 -0.721 -0.705
H -0.595 -0.102 2.269
C -2.828 1.653 1.182
H -2.439 -3.279 3.083
H -3.509 -0.881 3.289
C -0.880 -0.660 1.369
H -0.606 3.293 1.825
H 5.282 -2.377 -1.713
C 0.137 4.079 1.788
H 4.738 -2.353 -3.398
O 1.569 -1.390 -0.656
H -0.082 0.254 -4.681
C 4.524 0.882 -6.512
H -2.617 -0.524 -1.514
C 1.191 1.934 -3.996
H 3.862 0.654 -1.182
C 1.613 2.246 1.198
H -0.911 -3.900 3.702
N 0.889 1.173 -1.772
C -3.849 -1.015 2.263
C -0.922 5.438 -5.322
H -2.395 1.975 2.131
C 3.267 1.120 -7.053
H 0.182 4.589 2.748
H 3.679 1.990 1.713
H 2.989 4.503 0.436
O 2.949 0.376 0.666
C 0.461 5.448 -5.190
Si -2.752 -0.205 0.995
H -3.865 1.995 1.159
H 3.351 2.302 -0.010
C 2.585 4.444 1.447
H -3.993 -2.076 2.068
H -1.389 -2.249 4.071
C -0.969 3.143 -4.602
O 0.625 1.437 1.206
C 1.129 4.309 -4.775
C 2.215 1.489 -6.231
H -1.863 -3.638 0.126
C 4.722 1.020 -5.147
C 2.404 1.608 -4.857
H 2.221 5.425 1.733
C 2.387 -3.003 -2.593
C 3.639 -0.121 -0.440
C 1.548 2.146 -2.494
H 2.208 4.316 -4.682
O 2.269 2.999 -2.042
C 0.414 3.150 -4.481
Ir 0.200 -0.040 -0.164
C -1.407 -3.014 3.293
H 1.022 6.344 -5.422
H 4.585 -0.581 -0.135
H 1.645 -3.536 2.627
H -4.827 -0.531 2.175
H -0.311 -3.205 -0.599
H 1.368 -2.641 -2.695
H 4.949 -0.832 -2.546
C 0.211 0.378 -2.635
C 2.763 -1.177 -1.076
O -0.420 -0.597 -2.093
H 2.070 -2.215 1.536
C 3.664 1.378 -4.320
C 3.010 1.761 0.878


Which one is most stable, and which one is least stable? model 2 is the most stable of them, while model 1 is the least stable.


Model 1:
8
Properties=species:S:1:pos:R:3 method="wB97M-V/def2-TZVPD" orbital_gap_ev=10.3 smiles="C=C(Br)OO"
C -0.320 -1.032 0.075
C 0.521 -0.012 -0.094
Br 2.536 -0.234 -0.034
H 1.318 2.459 -0.375
H -0.121 -2.017 0.136
O 0.651 2.323 0.315
H -1.341 -0.924 0.099
O 0.110 1.224 -0.407


Model 2:
8
Properties=species:S:1:pos:R:3 method="wB97M-V/def2-TZVPD" orbital_gap_ev="8.8 / 8.8"
H -0.411 -0.033 -1.514
Br -2.136 -0.766 0.034
O 1.403 -1.287 -0.141
H 0.316 -0.352 1.648
C -0.485 0.102 -0.400
H -0.525 1.192 -0.040
O 2.525 -2.053 0.009
C 0.538 -0.551 0.492


Which one is most stable, and which one is least stable? model 1 is the most stable of them, while model 2 is the least stable.


Model 1:
33
Properties=species:S:1:pos:R:3 method="wB97M-V/def2-TZVPD" orbital_gap_ev=7.3 charge=+1
H 0.962 -2.532 -0.145
H -2.087 -2.631 0.065
H -0.525 0.756 3.259
H -1.234 1.452 -1.350
C 1.273 -0.697 -2.031
H -1.307 -0.665 -0.126
C -1.093 -3.003 -0.194
H -0.268 -5.000 -0.925
H -1.196 3.118 -0.662
H 2.468 0.863 -1.044
N 2.446 3.568 0.551
H 0.579 -2.572 -2.544
H 1.926 -0.879 -2.899
N 0.033 1.667 0.207
H -0.339 3.675 2.085
H -1.721 -5.079 -0.228
C -0.318 -0.793 0.312
H 0.918 1.482 2.720
C 1.637 0.146 -1.038
C 0.194 -1.669 -1.940
N -0.639 1.666 1.346
H -1.857 3.039 2.519
C -0.842 2.770 2.210
C 1.548 2.879 0.419
C 0.048 -2.032 -0.489
C -0.992 -4.298 -0.482
C -0.609 2.304 -0.975
H 1.341 0.427 1.105
C 0.717 0.335 0.138
C -0.133 1.507 2.599
H 0.247 2.576 -1.573
H -0.819 -1.376 -2.264
H -0.355 -1.004 1.374


Model 2:
33
Properties=species:S:1:pos:R:3 method="wB97M-V/def2-TZVPD" orbital_gap_ev=8.2 charge=+1
C 3.915 -0.527 -0.146
H 4.837 -0.888 -0.370
H 4.564 1.442 0.345
N -0.492 1.916 -0.553
C 2.590 1.379 0.487
N -2.051 -0.561 0.346
C 3.784 0.778 0.310
H -2.387 2.074 -1.789
H -1.602 -0.385 -1.752
H -3.145 -1.243 1.952
H 0.204 -3.312 0.248
H -0.992 -2.650 -1.013
C 0.092 1.223 0.648
C 1.463 -0.683 0.039
H 2.883 -2.217 -0.730
H -3.951 -0.330 0.659
H -0.313 1.756 1.502
H 2.588 2.485 0.793
C 1.415 0.670 0.418
H 0.752 -2.926 -1.396
C -0.721 -0.630 0.783
H -0.023 1.508 -1.355
H -2.544 2.076 0.083
H -0.156 2.953 -0.586
C -1.992 1.654 -0.801
C -2.240 0.073 -0.931
H -3.295 0.141 -1.430
H -2.611 0.384 1.955
H -0.492 -0.698 1.915
C 2.720 -1.222 -0.238
C -3.030 -0.374 1.297
N 0.230 -1.271 -0.082
C 0.004 -2.596 -0.606


Which one is most stable, and which one is least stable? model 2 is the most stable of them, while model 1 is the least stable.


Model 1:
19
Properties=species:S:1:pos:R:3 method="wB97M-V/def2-TZVPD" orbital_gap_ev="6.4 / 6.4"
H 0.719 1.796 1.381
H -0.717 1.250 1.252
C 1.347 0.855 -1.509
H -0.549 -1.851 1.638
C 0.100 1.466 0.596
H 1.320 -0.514 1.399
H 2.054 -0.009 -1.567
H 0.019 -2.927 0.459
C 0.351 0.408 -0.395
H 1.775 -1.251 -0.126
N -0.880 0.039 -1.095
C 0.915 -0.851 0.407
C -2.927 -0.972 0.754
C -0.162 -1.817 0.650
H 0.824 1.055 -2.474
S -1.610 -1.210 -0.423
I -4.373 0.400 0.116
H 1.848 1.814 -1.036
H -0.054 2.320 -0.028


Model 2:
19
Properties=species:S:1:pos:R:3 method="wB97M-V/def2-TZVPD" orbital_gap_ev=8.8 smiles="CC1=NCCS[C@]1(C)I"
H -0.373 3.115 0.543
C 0.675 -1.544 -1.132
C 0.431 -1.105 1.963
H 0.604 -2.167 -2.046
H -0.164 2.569 -1.873
I -2.223 -2.116 -0.324
H 0.999 -2.111 -0.315
N 0.049 1.153 1.187
H -1.602 1.821 0.380
C -0.634 2.129 0.334
C 0.001 -0.058 0.961
H -0.093 -2.095 1.763
H 0.924 1.694 -1.093
H 0.128 -0.819 2.922
C -0.582 -0.859 -0.638
C -0.071 1.865 -1.101
S -0.902 0.483 -1.908
H 1.414 -1.238 1.806
H 1.421 -0.716 -1.427


Which one is most stable, and which one is least stable? model 2 is the most stable of them, while model 1 is the least stable.


Model 1:
12
Properties=species:S:1:pos:R:3 method="wB97M-V/def2-TZVPD" orbital_gap_ev=9.0
H -2.176 2.088 -0.200
H -1.186 -1.810 0.247
C 1.358 -0.714 0.244
F -2.723 0.388 -0.989
C -1.773 1.106 -0.359
N -0.653 -1.584 -0.640
H 0.168 1.703 0.249
N 0.150 -0.473 -0.278
H 1.544 -1.811 0.054
S 2.269 0.292 1.095
C -0.452 0.840 -0.069
H -1.416 -1.315 -1.446


Model 2:
12
Properties=species:S:1:pos:R:3 method="wB97M-V/def2-TZVPD" orbital_gap_ev=8.8 smiles="[H]/N=C(/CF)NC=S"
N -1.813 0.795 -0.437
C -0.729 -1.297 0.131
N 0.470 0.959 0.106
C -0.757 0.222 -0.127
H -0.351 -1.522 1.131
S 2.325 -1.082 -0.269
F -1.969 -1.808 -0.080
H 0.026 -1.747 -0.537
H 2.485 1.267 0.181
C 1.691 0.467 0.036
H 0.408 1.946 0.356
H -1.787 1.800 -0.489


Which one is most stable, and which one is least stable? model 2 is the most stable of them, while model 1 is the least stable.


Model 1:
11
Properties=species:S:1:pos:R:3 method="wB97M-V/def2-TZVPD" orbital_gap_ev="7.2 / 7.2"
C 0.420 0.391 -0.631
N 0.055 -1.039 1.181
N 0.943 -0.579 0.349
S -1.463 -1.044 0.537
H 1.152 0.575 -1.495
H -0.905 -0.712 -1.728
H 0.405 1.295 0.006
Br 0.281 0.754 2.868
H -1.735 0.732 -1.046
C -0.905 -0.067 -0.964
H 1.751 -0.307 0.922


Model 2:
11
Properties=species:S:1:pos:R:3 method="wB97M-V/def2-TZVPD" orbital_gap_ev=9.3 smiles="C1CSN=N1.Br"
H 1.268 -1.415 0.871
H -2.695 1.135 1.107
H 0.420 -1.297 -1.426
H -0.729 -0.063 -1.000
N 1.547 1.481 -0.521
C 0.268 -0.333 -0.869
Br -3.405 0.129 0.167
S 1.665 0.898 1.065
H -0.027 -0.714 1.357
N 0.984 0.799 -1.344
C 0.703 -0.622 0.592


Which one is most stable, and which one is least stable? model 2 is the most stable of them, while model 1 is the least stable.